*A*
ORCA calculation (ωB97M-V/def2-TZVPD) on a cluster of 3 separate species, C2H11N2O2 in total.

## Properties
**Highest occupied orbital energy**: -14.7 eV
**Charge**: +1
**E_LUMO**: -3.684 eV

Structure (XYZ):
```
17
Properties=species:S:1:pos:R:3:nbo_charge:R:1
C -3.07 -1.84 -0.32 -0.397
N -1.63 -1.25 -0.26 -0.540
C -1.57 -0.02 0.22 0.375
N -0.57 0.81 0.28 -0.765
H -3.64 -1.25 0.37 0.233
H -3.29 -2.05 -1.34 0.238
H -2.95 -2.76 0.29 0.232
H -0.83 -1.55 -0.84 0.437
H -2.60 0.64 0.07 0.227
H 0.35 0.47 -0.21 0.451
H -0.71 1.46 1.04 0.435
H 4.81 1.86 1.00 0.493
H 3.42 2.58 0.86 0.473
O 3.78 1.73 1.10 -0.965
H 2.14 0.67 -1.61 0.507
H 2.38 -0.02 -0.31 0.503
O 1.74 0.06 -0.96 -0.937
```

***

*B*
ORCA calculation (ωB97M-V/def2-TZVPD) on a cluster of 3 separate species, C2H11N2O2 in total.

## Properties
**Highest occupied orbital energy**: -14.5 eV
**Charge**: +1
**E_LUMO**: -3.742 eV

Structure (XYZ):
```
17
Properties=species:S:1:pos:R:3:nbo_charge:R:1
C 2.42 0.51 1.52 -0.425
N 1.21 0.26 0.73 -0.597
C 1.22 -0.71 -0.20 0.416
N 0.51 -0.59 -1.26 -0.652
H 3.29 0.38 0.89 0.223
H 2.40 1.55 1.85 0.240
H 2.51 -0.10 2.41 0.215
H 0.28 0.49 1.05 0.430
H 1.75 -1.62 0.09 0.218
H -0.09 0.25 -1.31 0.459
H 0.36 -1.30 -1.96 0.438
H -3.56 -0.17 0.75 0.484
H -3.32 -1.60 0.36 0.493
O -2.93 -0.73 0.27 -0.971
H -1.90 1.74 -2.22 0.496
H -2.41 0.73 -1.14 0.507
O -1.75 0.87 -1.83 -0.974
```

***

*C*
ORCA calculation (ωB97M-V/def2-TZVPD) on a cluster of 3 separate species, C2H11N2O2 in total.

## Properties
**Highest occupied orbital energy**: -12.4 eV
**Charge**: +1
**E_LUMO**: -3.036 eV

Structure (XYZ):
```
17
Properties=species:S:1:pos:R:3:nbo_charge:R:1
C -0.94 -0.99 -0.53 -0.257
C -1.67 -0.67 0.57 0.063
N -2.98 -0.26 0.46 -0.770
N 0.53 -0.70 -0.62 -0.698
H -1.52 -1.30 -1.39 0.219
H -1.37 -0.48 1.59 0.206
H -3.47 0.09 1.26 0.414
H -3.43 -0.72 -0.32 0.396
H 0.75 -0.76 -1.61 0.446
H 0.63 0.26 -0.20 0.488
H 0.98 -1.44 -0.09 0.430
H 3.56 -0.59 -0.22 0.475
H 4.06 0.72 -0.87 0.491
O 3.32 0.35 -0.40 -0.963
H 0.46 1.88 1.46 0.500
H 1.05 2.52 0.20 0.509
O 0.57 1.75 0.51 -0.950
```

***

*D*
ORCA calculation (ωB97M-V/def2-TZVPD) on a cluster of 3 separate species, C2H11N2O2 in total.

## Properties
**Highest occupied orbital energy**: -14.6 eV
**Charge**: +1
**E_LUMO**: -3.582 eV

Structure (XYZ):
```
17
Properties=species:S:1:pos:R:3:nbo_charge:R:1
C -0.73 0.88 -3.49 -0.424
N -0.36 0.59 -2.07 -0.501
C -0.80 -0.41 -1.31 0.408
N -0.45 -0.57 -0.02 -0.738
H -1.58 0.29 -3.87 0.240
H -1.01 1.88 -3.65 0.238
H 0.24 0.70 -4.11 0.236
H 0.39 1.08 -1.63 0.420
H -1.36 -1.26 -1.84 0.231
H -0.06 0.25 0.46 0.441
H -1.21 -0.89 0.53 0.418
H 1.94 -1.61 4.23 0.477
H 0.85 -2.22 3.48 0.471
O 1.07 -1.31 3.69 -0.948
H 0.36 1.32 2.71 0.497
H 1.60 0.65 2.31 0.503
O 0.77 0.92 1.90 -0.971
```

***

Most stable to least stable: *B*, *D*, *C*, *A*

***

*A*
ORCA calculation (ωB97M-V/def2-TZVPD) on the molecule C7H14.

## Properties
**Highest occupied orbital energy**: -7.9 eV
**E_LUMO**: 0.831 eV

Structure (XYZ):
```
21
Properties=species:S:1:pos:R:3:nbo_charge:R:1
C -0.71 1.42 -0.88 -0.633
C -0.55 -0.11 -0.79 -0.381
C 0.58 -0.81 -1.45 0.164
C 1.80 0.01 -1.64 -0.794
C -0.29 -0.74 0.63 -0.208
C 0.76 -0.04 1.50 -0.616
C -1.58 -0.93 1.43 -0.592
H -1.65 1.75 -0.44 0.217
H -0.73 1.72 -1.94 0.213
H 0.10 1.98 -0.41 0.206
H -1.49 -0.56 -1.13 0.216
H 0.08 -1.75 0.40 0.238
H 1.67 0.11 -2.73 0.284
H 2.73 -0.55 -1.52 0.242
H 1.88 1.02 -1.20 0.189
H 0.95 -0.64 2.39 0.215
H 0.40 0.94 1.84 0.204
H 1.72 0.11 0.99 0.211
H -2.36 -1.39 0.83 0.212
H -1.37 -1.58 2.29 0.211
H -1.95 0.03 1.82 0.202
```

***

*B*
ORCA calculation (ωB97M-V/def2-TZVPD) on a structure of composition C7H14.

## Properties
**Highest occupied orbital energy**: -6.5 eV
**E_LUMO**: 1.031 eV

Structure (XYZ):
```
21
Properties=species:S:1:pos:R:3:nbo_charge:R:1
C 1.68 -0.27 -1.29 -0.609
C 0.21 -0.49 -0.98 -0.239
C -0.16 -1.39 0.12 -0.234
C 0.49 -1.31 1.40 -0.645
C -0.51 0.63 -0.25 -0.228
C 0.15 1.33 0.87 -0.581
C -2.03 0.71 -0.29 -0.609
H 1.82 0.55 -2.00 0.207
H 2.10 -1.18 -1.74 0.222
H 2.26 -0.05 -0.39 0.205
H -0.34 -0.72 -1.90 0.217
H -1.14 -1.87 0.06 0.202
H 1.58 -1.41 1.39 0.208
H 0.07 -1.96 2.16 0.227
H 0.37 -0.18 1.77 0.206
H -0.45 1.90 1.56 0.234
H -0.09 1.78 -0.45 0.356
H 1.22 1.56 0.82 0.224
H -2.43 0.10 -1.11 0.218
H -2.49 0.35 0.65 0.207
H -2.37 1.74 -0.44 0.211
```

***

*C*
ORCA calculation (ωB97M-V/def2-TZVPD) on a cluster of 2 separate species, C7H14 in total.

## Properties
**Highest occupied orbital energy**: -8.3 eV
**E_LUMO**: 1.041 eV

Structure (XYZ):
```
21
Properties=species:S:1:pos:R:3:nbo_charge:R:1
C -1.48 -0.69 2.32 -0.652
C -1.31 0.01 -0.49 -0.396
C -0.48 0.85 -1.46 -0.406
C 0.72 -0.10 -1.24 -0.211
C 2.11 0.49 -1.14 -0.612
C -0.01 -0.65 0.01 -0.254
C 0.30 -0.09 1.34 -0.368
H -1.85 0.57 0.27 0.206
H -2.45 -0.23 2.00 0.217
H -1.61 -1.76 2.17 0.192
H -1.99 -0.71 -0.95 0.205
H -0.87 0.95 -2.48 0.206
H -0.27 1.85 -1.05 0.196
H 0.70 -0.90 -2.00 0.200
H 2.16 1.27 -0.38 0.200
H 2.86 -0.27 -0.90 0.208
H 2.39 0.94 -2.10 0.213
H -0.01 -1.74 0.12 0.201
H -0.59 -0.34 2.85 0.255
H 0.38 1.01 1.38 0.191
H 1.29 -0.44 1.73 0.207
```

***

*D*
ORCA calculation (ωB97M-V/def2-TZVPD) on the molecule C7H14.

## Properties
**Structure (SMILES)**: CC[C@H]1CC[C@H]1C
**Highest occupied orbital energy**: -10.3 eV
**E_LUMO**: 1.223 eV

Structure (XYZ):
```
21
Properties=species:S:1:pos:R:3:nbo_charge:R:1
C -0.04 -2.11 1.51 -0.604
C 0.24 -0.65 1.17 -0.401
C 0.40 -0.46 -0.34 -0.205
C -0.92 -0.65 -1.12 -0.403
C -1.05 0.89 -1.22 -0.403
C 0.45 1.00 -0.88 -0.203
C 0.91 2.16 0.00 -0.612
H -0.99 -2.45 1.08 0.202
H 0.74 -2.76 1.11 0.201
H -0.10 -2.27 2.59 0.210
H -0.58 -0.02 1.54 0.194
H 1.15 -0.31 1.69 0.203
H 1.24 -1.09 -0.68 0.196
H -1.73 -1.17 -0.59 0.199
H -0.78 -1.12 -2.09 0.205
H -1.38 1.31 -2.18 0.204
H -1.68 1.30 -0.42 0.196
H 1.03 1.00 -1.81 0.198
H 0.36 2.20 0.94 0.203
H 1.98 2.09 0.24 0.209
H 0.75 3.11 -0.53 0.212
```

***

Most stable to least stable: *D*, *A*, *C*, *B*

***

*A*
ORCA calculation (ωB97M-V/def2-TZVPD) on a cluster of 2 separate species, C7H14 in total.

## Properties
**Highest occupied orbital energy (alpha / beta)**: -6.9 / -6.7 eV
**E_LUMO (alpha / beta)**: 0.746 / 0.519 eV

Structure (XYZ):
```
21
Properties=species:S:1:pos:R:3:nbo_charge:R:1
C -0.74 -2.18 0.15 -0.667
C -0.81 -0.73 -0.17 -0.165
C 0.37 0.03 -0.21 -0.164
C 1.69 -0.50 -0.29 -0.431
C 0.17 1.52 -0.75 -0.359
C 0.35 1.42 0.67 -0.124
C -0.75 1.65 1.67 -0.616
H -1.72 -2.60 0.40 0.217
H -0.32 -2.79 -0.66 0.212
H -0.05 -2.32 1.00 0.214
H 0.00 -1.05 -2.65 -0.011
H -1.76 -0.28 -0.41 0.188
H 1.85 -1.55 -0.46 0.195
H 2.55 0.09 0.00 0.183
H 0.75 -1.00 -2.62 0.000
H 0.98 1.85 -1.38 0.232
H -0.83 1.69 -1.13 0.221
H 1.35 1.60 1.05 0.221
H -0.64 0.98 2.53 0.221
H -1.74 1.49 1.24 0.215
H -0.69 2.68 2.03 0.217
```

***

*B*
ORCA calculation (ωB97M-V/def2-TZVPD) on the molecule C7H14.

## Properties
**Structure (SMILES)**: CC(C)(C)C1CC1
**Highest occupied orbital energy**: -8.6 eV
**E_LUMO**: 1.043 eV

Structure (XYZ):
```
21
Properties=species:S:1:pos:R:3:nbo_charge:R:1
C -1.43 -0.66 1.12 -0.619
C -0.16 -0.43 0.25 -0.044
C 0.85 -1.65 -0.23 -0.579
C 1.08 -0.30 1.35 -0.588
C -0.25 0.99 -0.35 -0.233
C -1.05 1.46 -1.55 -0.419
C 0.45 1.40 -1.60 -0.421
H -1.39 0.03 1.99 0.203
H -2.42 -0.48 0.66 0.218
H -1.44 -1.68 1.51 0.209
H 1.84 -1.93 0.26 0.203
H 0.26 -2.54 -0.10 0.211
H 1.16 -1.40 -1.23 0.207
H 0.65 0.50 1.89 0.176
H 1.26 -1.16 2.03 0.207
H 2.08 -0.02 0.96 0.210
H -0.23 1.75 0.45 0.208
H -1.62 0.73 -2.12 0.213
H -1.51 2.45 -1.52 0.214
H 1.01 2.32 -1.61 0.214
H 0.88 0.59 -2.19 0.210
```

***

*C*
ORCA calculation (ωB97M-V/def2-TZVPD) on the molecule C7H14.

## Properties
**Structure (SMILES)**: C[C@@H]1[C@H](C)C1(C)C
**Highest occupied orbital energy**: -9.1 eV
**E_LUMO**: 1.047 eV

Structure (XYZ):
```
21
Properties=species:S:1:pos:R:3:nbo_charge:R:1
C -1.09 1.72 0.79 -0.613
C -0.26 1.02 -0.26 -0.220
C -0.62 -0.36 -0.78 -0.223
C -1.83 -1.12 -0.31 -0.612
C 0.64 -0.15 -0.02 -0.021
C 1.02 -0.71 1.34 -0.688
C 2.00 -0.21 -1.06 -0.650
H -1.93 2.24 0.31 0.214
H -0.51 2.48 1.33 0.213
H -1.51 1.04 1.54 0.210
H 0.18 1.69 -0.99 0.207
H -0.39 -0.51 -1.83 0.209
H -1.77 -2.18 -0.59 0.214
H -2.74 -0.71 -0.77 0.213
H -1.96 -1.08 0.78 0.210
H 1.09 -0.03 2.21 0.216
H 1.94 -0.70 0.73 0.277
H 0.73 -1.73 1.63 0.215
H 1.87 0.53 -1.85 0.208
H 3.03 -0.01 -0.66 0.213
H 2.10 -1.21 -1.54 0.210
```

***

*D*
ORCA calculation (ωB97M-V/def2-TZVPD) on a cluster of 2 separate species, C7H14 in total.

## Properties
**Highest occupied orbital energy**: -8.2 eV
**E_LUMO**: 0.511 eV

Structure (XYZ):
```
21
Properties=species:S:1:pos:R:3:nbo_charge:R:1
C 1.70 -0.97 1.25 -0.845
C 1.03 0.74 -1.02 0.182
C 1.76 -0.20 -1.91 -0.790
C -0.41 0.42 -0.90 -0.589
C -1.14 0.99 0.29 -0.224
C -2.60 0.70 0.47 -0.423
C -1.60 0.08 1.40 -0.419
H 1.07 -1.63 0.64 0.205
H 2.72 -1.35 1.24 0.215
H 1.31 -0.94 2.27 0.218
H 1.69 0.04 0.84 0.229
H 2.79 -0.35 -1.56 0.247
H 1.30 -1.18 -2.13 0.180
H 1.88 0.36 -2.86 0.268
H -0.73 0.97 -1.81 0.277
H -0.69 -0.64 -1.08 0.187
H -0.79 1.97 0.59 0.229
H -3.25 1.48 0.84 0.217
H -3.07 0.04 -0.27 0.209
H -1.40 -0.99 1.30 0.210
H -1.55 0.45 2.42 0.218
```

***

Most stable to least stable: *C*, *B*, *D*, *A*